C5H10NO2 as an isolated structure in a non-equilibrium geometry, computed with ωB97M-V/def2-TZVPD.

Geometry (Å):
C (-0.444, -0.167, -0.575)
N (1.003, -0.187, -0.301)
C (-0.840, 1.316, -0.886)
C (-2.352, 1.495, -0.796)
C (1.284, -1.401, 0.472)
C (2.028, -0.978, 1.796)
O (2.161, -1.965, 2.661)
O (-1.256, -1.028, -0.788)
H (0.583, -0.398, -1.333)
H (-0.469, 1.586, -1.871)
H (-0.267, 1.866, -0.167)
H (-2.623, 2.537, -0.620)
H (-2.830, 0.712, -0.229)
H (-2.755, 1.396, -1.815)
H (0.411, -1.979, 0.785)
H (1.948, -2.170, 0.061)
H (1.435, -0.109, 2.198)
H (2.983, -0.526, 1.407)

Computed properties:
Electronic energy (eV): -10929.3236
HOMO level (eV): -2.414
Kohn-Sham gap (eV): 5.81
2S+1: 1
ΔE to the lowest compared entry with this formula, charge and spin (kJ/mol): 476.7
Net charge: -1



An isolated ion of composition C5H10NO2 and charge -1 in a non-equilibrium geometry, computed with ωB97M-V/def2-TZVPD.

Geometry (Å):
O (-2.080, 1.789, 2.032)
C (-1.446, 1.230, 1.150)
N (-0.973, -0.039, 1.352)
C (-0.287, -0.950, 0.408)
C (1.173, -0.729, 0.129)
C (1.494, -1.121, -1.483)
O (1.989, -2.325, -1.654)
C (-1.039, 1.815, -0.163)
H (-1.121, -0.327, 2.297)
H (-0.852, -0.962, -0.526)
H (-0.419, -1.932, 0.862)
H (1.623, 0.265, 0.199)
H (1.846, -1.364, 0.695)
H (0.484, -0.842, -1.925)
H (2.224, -0.359, -1.829)
H (0.042, 1.700, -0.291)
H (-1.227, 2.883, -0.232)
H (-1.430, 1.267, -1.021)

Computed properties:
Electronic energy (eV): -10931.9518
HOMO level (eV): -2.572
Kohn-Sham gap (eV): 6.21
2S+1: 1
ΔE to the lowest compared entry with this formula, charge and spin (kJ/mol): 223.2
Net charge: -1
SMILES: CC(=O)NCCC[O-]



An isolated ion of composition C5H10NO2 and charge -1 in a non-equilibrium geometry, computed with ωB97M-V/def2-TZVPD.

Geometry (Å):
O (2.353, 0.500, -0.096)
C (1.199, 0.096, -0.102)
N (0.664, -0.724, 0.835)
C (1.186, -2.191, 1.466)
O (0.141, -2.737, 2.001)
C (0.238, 0.352, -1.333)
C (-1.199, 0.662, -0.951)
C (-1.363, 1.851, 0.032)
H (-0.328, -0.718, 1.015)
H (1.517, -2.732, 0.557)
H (2.017, -1.829, 2.099)
H (0.684, 1.175, -1.891)
H (0.332, -0.566, -1.917)
H (-1.675, -0.285, -0.646)
H (-1.730, 0.843, -1.890)
H (-1.249, 1.490, 1.063)
H (-0.473, 2.479, -0.053)
H (-2.315, 2.334, -0.191)

Computed properties:
Electronic energy (eV): -10932.2260
HOMO level (eV): -3.256
Kohn-Sham gap (eV): 6.98
2S+1: 1
ΔE to the lowest compared entry with this formula, charge and spin (kJ/mol): 196.7
Net charge: -1
SMILES: CCCC(=O)NC[O-]



An isolated ion of composition C5H10NO2 and charge -1 in a non-equilibrium geometry, computed with ωB97M-V/def2-TZVPD.

Geometry (Å):
C (0.596, -0.362, 0.813)
C (0.731, 1.182, 0.676)
C (0.974, 1.613, -0.752)
C (1.811, 1.729, 1.606)
N (-0.691, -0.897, 0.571)
C (-1.132, -1.119, -0.800)
O (-0.242, -1.452, -1.610)
O (-2.347, -0.888, -0.983)
H (0.974, -0.604, 1.811)
H (1.319, -0.779, 0.113)
H (-0.223, 1.649, 0.980)
H (0.277, 1.183, -1.466)
H (1.978, 1.362, -1.112)
H (0.876, 2.701, -0.894)
H (1.898, 2.818, 1.596)
H (2.790, 1.332, 1.298)
H (1.664, 1.378, 2.633)
H (-1.442, -0.486, 1.113)

Computed properties:
Electronic energy (eV): -10934.2646
HOMO level (eV): -3.967
Kohn-Sham gap (eV): 7.65
2S+1: 1
ΔE to the lowest compared entry with this formula, charge and spin (kJ/mol): 0.0
Net charge: -1
SMILES: CC(C)CNC(=O)[O-]



One molecule with the formula C5H10NO3P in a non-equilibrium geometry, computed with ωB97M-V/def2-TZVPD.

Geometry (Å):
C (-1.023, 1.484, 1.458)
C (-2.101, 1.316, 2.134)
C (0.015, 2.603, 1.578)
C (-2.068, -1.251, -1.786)
C (1.843, -1.106, -0.668)
N (-2.956, 0.793, 2.854)
O (-0.685, 0.476, 0.562)
O (-1.475, 0.024, -1.772)
O (0.614, -0.726, -1.284)
P (-0.171, 0.660, -1.021)
H (-0.258, 3.359, 0.836)
H (-0.052, 2.998, 2.562)
H (1.080, 2.344, 1.390)
H (-2.866, -1.444, -2.576)
H (-2.684, -1.366, -0.824)
H (-1.349, -2.085, -1.871)
H (1.938, -2.100, -0.972)
H (1.631, -0.941, 0.351)
H (2.561, -0.468, -1.076)
H (-3.951, 0.920, 2.670)

Computed properties:
Electronic energy (eV): -22263.7798
HOMO level (alpha / beta) (eV): -5.335 / -9.686
Kohn-Sham gap (alpha / beta) (eV): 6.18 / 8.17
2S+1: 3
Expectation value of S²: 2.01
ΔE to the lowest compared entry with this formula, charge and spin (kJ/mol): 0.0



C5H10NO3PdS2 as an isolated structure in a non-equilibrium geometry, computed with ωB97M-V/def2-TZVPD.

Geometry (Å):
Pd (-1.549, 1.029, 1.263)
N (-2.295, -0.664, 0.441)
C (-1.990, -1.918, 1.090)
C (-0.493, -2.079, 1.254)
C (0.014, -1.192, 2.389)
O (0.711, -1.799, 3.256)
O (-0.294, 0.030, 2.320)
H (-3.378, -0.480, 0.295)
H (-1.989, -0.634, -0.585)
H (-2.384, -2.738, 0.481)
H (-2.495, -1.959, 2.062)
H (0.049, -1.833, 0.333)
H (-0.269, -3.127, 1.487)
C (3.009, 2.469, -2.599)
O (1.988, 2.266, -1.638)
C (1.145, 1.213, -1.755)
S (1.243, 0.120, -3.037)
S (0.039, 1.177, -0.482)
H (3.567, 3.363, -2.303)
H (2.593, 2.664, -3.593)
H (3.720, 1.637, -2.615)
H (-0.941, 2.457, 1.937)

Computed properties:
Electronic energy (eV): -38128.2546
HOMO level (alpha / beta) (eV): -3.931 / -4.144
Kohn-Sham gap (alpha / beta) (eV): 6.90 / 5.85
2S+1: 3
Expectation value of S²: 2.01
ΔE to the lowest compared entry with this formula, charge and spin (kJ/mol): 54.2
Net charge: -1